ORCA calculation (ωB97M-V with the def2-TZVPD basis set) on a molecular structure, C4H11INO.

Structure (ORCA input):
```
! RIJCOSX wB97M-V def2-TZVPD def2/J DEFGRID3
* xyz -1 1
I -1.185 -0.179 3.052
C -0.119 -2.125 0.581
C 0.594 -0.773 0.483
C -0.068 0.053 -0.622
O 0.300 1.464 -0.427
C 0.106 2.208 -1.682
N 0.428 0.047 1.693
H -1.162 -2.028 0.881
H 0.331 -2.769 1.336
H -0.287 -2.603 -0.384
H 1.666 -0.847 0.298
H -1.147 -0.036 -0.746
H 0.397 -0.364 -1.515
H 0.898 1.985 -2.398
H 0.180 3.263 -1.421
H -0.869 1.868 -2.033
H -0.572 -0.095 1.695
H 0.510 0.930 1.210
*
```

The calculation puts the energy relative to the best compared isomer or geometry (same formula, charge and spin) at 190.3 kcal per mole. The molar mass is 216.042 g mol⁻¹. As for the orbital gap: 3.7 eV. As for the calculated total energy: -586.470766 a.u.